Record 1
35
Properties=species:S:1:pos:R:3:nbo_charge:R:1 method="wB97M-V/def2-TZVPD" total_charge=+2 homo_ev="-15.453 / -15.453"
C -3.0333 -0.9403 0.2196 -0.07
C -2.1126 -1.6747 0.9276 -0.26
C -1.9740 0.7453 -0.4934 0.53
C -2.7376 -0.3190 -1.1729 -0.49
C -0.9779 -2.2787 0.3518 -0.29
C 1.2731 1.6689 1.2665 -0.42
C -0.1900 1.8912 0.7451 -0.19
C 1.6376 0.1447 1.1281 -0.22
C 0.0781 -0.2422 -0.6516 0.15
C 2.0913 -1.6608 -0.6357 -0.38
C 2.3190 0.6247 -1.1474 -0.41
N -0.6986 0.7403 -0.1202 -0.38
N -2.7112 1.8375 -0.1222 -0.77
N 1.5317 -0.2784 -0.2727 -0.25
H -4.0261 -0.5732 0.4862 0.25
H -2.2096 -1.7409 2.0623 0.26
H -2.1183 -0.9096 -1.7624 0.24
H -3.7332 -0.0826 -1.5206 0.29
H -0.3173 -2.6141 1.0792 0.22
H -0.9857 -2.5615 -0.7318 0.24
H 1.8923 2.2645 0.7938 0.23
H 1.3893 1.9657 2.3998 0.29
H -0.9710 1.8857 1.4560 0.22
H -0.3270 2.7447 0.1982 0.24
H 2.5983 -0.0966 1.3674 0.24
H 1.0598 -0.5238 1.8433 0.25
H 0.0448 -0.5400 -1.6388 0.21
H 1.6607 -2.1645 -1.4493 0.25
H 3.1063 -1.6652 -0.7575 0.24
H 1.8785 -2.2438 0.2771 0.23
H 2.5909 0.0211 -2.1345 0.25
H 1.8666 1.4269 -1.5425 0.23
H 3.1978 0.8473 -0.7013 0.24
H -3.6986 1.8381 -0.2321 0.42
H -2.5910 2.4637 0.6633 0.42

***

Record 2
39
Properties=species:S:1:pos:R:3:nbo_charge:R:1 method="wB97M-V/def2-TZVPD" smiles="NCCCC[C@]1(C[C@@H]2CO2)OC(=O)O[C@]1(N)CN" homo_ev=-9.511
N 3.0612 1.5683 1.0291 -0.84
C 3.7330 0.8480 -0.0641 -0.22
C 2.7834 0.0532 -1.0155 -0.42
C 1.9380 -1.0345 -0.2260 -0.41
C 0.4427 -1.1209 -0.7197 -0.45
C -0.5627 -0.7087 0.3949 0.26
C -0.4907 0.7295 0.9567 -0.48
C -0.4627 1.7706 -0.2742 0.08
C -0.3858 3.3009 0.1587 -0.18
O -1.6001 2.6216 -0.3953 -0.49
O -0.2235 -1.6664 1.4520 -0.55
C -0.9944 -2.8149 1.2295 0.99
O -0.9149 -3.7845 1.8284 -0.53
O -1.8317 -2.5697 0.1377 -0.53
C -2.0504 -1.1456 0.2574 0.36
N -2.8613 -1.0642 1.5069 -0.83
C -2.9537 -0.4526 -0.7899 -0.26
N -2.5463 -0.6441 -2.1929 -0.84
H 2.8889 0.9716 1.8311 0.36
H 2.2132 2.0295 0.7152 0.35
H 4.2647 1.6069 -0.6705 0.19
H 4.4482 0.1321 0.3827 0.19
H 2.1066 0.6962 -1.6089 0.19
H 3.4360 -0.5302 -1.7025 0.21
H 2.4596 -2.0031 -0.3489 0.22
H 2.0147 -0.7739 0.8440 0.21
H 0.2925 -2.1781 -1.0163 0.24
H 0.3315 -0.5401 -1.6587 0.21
H 0.4899 0.9417 1.4137 0.23
H -1.3579 1.0316 1.5619 0.24
H 0.0914 1.4690 -1.1899 0.19
H -0.3334 3.3372 1.2488 0.20
H 0.3927 3.5472 -0.5715 0.22
H -2.3186 -0.6544 2.2683 0.37
H -3.6092 -0.3885 1.3420 0.36
H -3.9762 -0.8811 -0.7015 0.21
H -3.0438 0.6112 -0.4912 0.21
H -1.6338 -1.0798 -2.2714 0.36
H -3.2372 -1.2311 -2.6500 0.37

***

Record 3
40
Properties=species:S:1:pos:R:3:nbo_charge:R:1 method="wB97M-V/def2-TZVPD" total_charge=-1 homo_ev=-3.372
Pd 0.3251 0.2998 -0.1295 0.24
N -1.0267 -0.2484 -1.8189 -0.82
C -1.6171 -1.5919 -1.9510 -0.21
C -0.6263 -2.6953 -2.2894 -0.41
C 0.3381 -3.1020 -1.1677 -0.44
C 1.7930 -2.7569 -1.4373 -0.21
N 1.9616 -1.3139 -1.6303 -0.87
H -1.7829 0.4072 -1.6585 0.39
H -0.5757 0.0296 -2.6831 0.37
H -2.3898 -1.5719 -2.7304 0.16
H -2.1090 -1.8209 -1.0030 0.21
H -0.0798 -2.4197 -3.2008 0.18
H -1.2311 -3.5609 -2.5745 0.21
H 0.2620 -4.1774 -0.9827 0.20
H 0.0417 -2.6118 -0.2361 0.25
H 2.1613 -3.3291 -2.3004 0.16
H 2.3925 -3.0621 -0.5782 0.20
H 1.9734 -1.0563 -2.6073 0.35
H 2.7963 -0.9488 -1.1917 0.40
S 2.1901 0.8812 1.0920 -0.22
C 1.7729 0.2013 2.6515 -0.34
C 2.7106 0.5097 3.6902 0.29
N 3.4935 0.7581 4.4993 -0.38
C 0.6771 -0.5635 2.9481 -0.29
S -0.5988 -1.0173 1.8721 -0.40
C 0.5347 -1.0363 4.2991 0.29
N 0.3950 -1.4401 5.3692 -0.38
C -0.3578 2.9053 2.0656 -1.16
Si -0.6521 2.2369 0.3315 1.47
C -2.5355 1.9756 0.1551 -1.15
C -0.2030 3.5873 -0.9278 -1.15
H -0.9827 3.7838 2.2592 0.21
H 0.6886 3.1746 2.2017 0.25
H -0.6005 2.1364 2.8017 0.25
H -3.0571 2.8425 0.5739 0.23
H -2.8498 1.0898 0.7089 0.25
H -2.8790 1.8889 -0.8807 0.20
H -0.7671 4.4999 -0.6984 0.21
H -0.4467 3.2926 -1.9511 0.21
H 0.8607 3.8240 -0.8904 0.24

***

Record 4
40
Properties=species:S:1:pos:R:3:nbo_charge:R:1 method="wB97M-V/def2-TZVPD" homo_ev=-8.570
C 1.6029 0.5825 1.0475 -0.15
C 2.4366 0.0183 -0.1219 0.68
C 2.4928 0.7790 2.2842 -0.41
C 2.4382 -0.6097 2.9283 -0.42
C 0.9917 -1.0661 2.6756 -0.22
C 0.3945 -0.8581 -1.3969 -0.17
C 0.2375 -1.8587 -2.5357 0.80
C -0.5093 0.3782 -1.6193 -0.39
C -1.9927 0.1115 -1.3794 -0.43
C -2.7966 1.4068 -1.2123 -0.21
C -2.7339 1.6172 1.2415 0.60
H -0.2679 0.2605 1.7241 0.41
H 1.1486 1.5255 0.6999 0.22
H 2.0178 1.5457 2.9596 0.20
H 3.4967 1.0994 2.0536 0.24
H 3.1508 -1.2635 2.4346 0.21
H 2.6581 -0.6026 3.9817 0.21
H 0.9178 -2.1499 2.5192 0.19
H 0.3609 -0.8345 3.5182 0.18
H 2.4464 -0.8733 -1.9030 0.42
H 0.0177 -1.3533 -0.5135 0.27
H -0.1462 1.1562 -0.9111 0.20
H -0.3332 0.7817 -2.6410 0.21
H -2.4056 -0.4901 -2.2096 0.24
H -2.1292 -0.5126 -0.4574 0.21
H -3.8754 1.1724 -1.1965 0.20
H -2.6209 2.0542 -2.0732 0.20
H -1.5157 2.5694 -0.0062 0.39
H -2.2129 1.3281 3.0384 0.34
H -4.7247 1.6571 0.8684 0.39
H -4.3000 0.8523 2.3197 0.39
H 1.1235 -3.1502 -3.5255 0.50
N 0.5283 -0.3158 1.4797 -0.67
N 1.7843 -0.5129 -1.2088 -0.63
N -2.4718 2.1653 0.0017 -0.63
N -1.8163 1.6057 2.1485 -0.80
N -4.0285 1.1176 1.3711 -0.84
O 3.6532 0.0721 -0.1358 -0.62
O -0.7828 -2.0465 -3.1483 -0.60
O 1.3611 -2.5501 -2.8028 -0.68

***

Record 5
40
Properties=species:S:1:pos:R:3:nbo_charge:R:1 method="wB97M-V/def2-TZVPD" smiles="[H]/N=C(/N)NCCC[C@H](N)C(=O)N1CCC[C@H]1C(=O)O" homo_ev=-8.562
C -0.2496 -1.6070 -0.9073 -0.15
C -1.1058 -0.8513 -0.0578 0.69
C 0.0432 -1.0423 -2.3354 -0.39
C 0.7796 0.3341 -2.1974 -0.46
C 2.0110 0.2660 -1.2988 -0.22
C 3.4123 2.1410 -2.4715 0.59
C -2.2110 -0.4930 1.9770 -0.15
C -1.8374 0.9740 2.3081 0.80
C -2.3211 -1.4406 3.2759 -0.43
C -0.9096 -1.9750 3.4834 -0.41
C -0.4287 -2.1227 1.9131 -0.24
H -2.2843 -2.5079 -1.3042 0.40
H -0.8140 -3.2645 -2.0904 0.37
H 0.6814 -1.9679 -0.4152 0.20
H 0.7093 -1.7685 -2.9729 0.21
H -0.9333 -0.9225 -2.6667 0.23
H 1.0810 0.5963 -3.2493 0.23
H -0.0282 1.1247 -1.9951 0.24
H 2.6823 -0.7745 -1.3460 0.19
H 1.8217 0.2550 -0.2301 0.20
H 2.1121 2.0337 -0.7372 0.39
H 3.6056 0.3762 -3.3130 0.34
H 4.1095 3.5690 -1.2435 0.40
H 4.2025 3.9227 -2.9900 0.40
H -3.0379 -0.5467 1.1267 0.25
H -2.5939 -0.9577 4.1665 0.24
H -3.1819 -2.0779 2.8985 0.23
H -0.9224 -2.9745 3.9962 0.23
H -0.1057 -1.2648 4.0035 0.24
H -0.6373 -3.0149 1.2444 0.24
H 0.7665 -2.0136 1.8203 0.20
H -2.5032 1.6825 0.3423 0.52
N -1.1694 -2.7124 -1.0808 -0.87
N 2.7570 1.4777 -1.4097 -0.66
N 3.7021 1.4638 -3.5710 -0.78
N 3.6577 3.4845 -2.1629 -0.84
N -1.0308 -0.9845 1.2689 -0.44
O -1.8533 -0.1049 -0.6853 -0.68
O -1.4989 1.4235 3.3286 -0.54
O -2.0532 1.9680 1.2953 -0.75

***

Record 6
42
Properties=species:S:1:pos:R:3:nbo_charge:R:1 method="wB97M-V/def2-TZVPD" smiles="[H]/N=C(/N)NCCC[C@H](NC(=O)[C@@H](N)CCC(=O)O)C(=O)O" homo_ev=-9.275
C -2.7417 0.8776 0.4909 -0.13
C -2.0009 -0.3913 0.2059 0.69
C -3.6592 1.1716 -0.6999 -0.42
C -2.9256 1.5554 -1.9892 -0.52
C -3.6053 0.7416 -3.1169 0.80
C -0.3099 -2.0178 0.9551 -0.17
C 0.3435 -2.2348 2.2708 0.80
C 0.7142 -1.9151 -0.1405 -0.41
C 1.5291 -0.6174 -0.1120 -0.42
C 2.4177 -0.2685 1.0664 -0.23
C 4.5056 0.9173 0.0866 0.57
H -2.1264 2.7775 0.9175 0.37
H -1.1281 1.9819 -0.0894 0.35
H -3.3180 0.8656 1.4737 0.23
H -4.3519 1.9721 -0.3957 0.22
H -4.3061 0.3292 -0.8702 0.23
H -1.8668 1.3090 -1.9632 0.22
H -2.9850 2.6632 -2.1686 0.24
H -3.0610 -0.9867 -2.2254 0.52
H -0.8952 -0.2422 1.8588 0.43
H -0.9876 -2.8799 0.8232 0.25
H 0.1696 -1.9520 -1.0999 0.25
H 1.3453 -2.7888 -0.2478 0.23
H 2.2054 -0.6653 -0.9586 0.23
H 0.8645 0.1772 -0.2595 0.19
H 1.8982 -0.1536 2.0520 0.22
H 3.1527 -1.0805 1.1219 0.19
H 2.7187 1.7321 0.5032 0.38
H 4.5684 -0.9315 -0.0354 0.32
H 4.9241 2.8155 0.4980 0.38
H 5.8498 2.1756 -0.6950 0.39
H 1.2514 -3.6403 3.1600 0.50
N -1.6855 1.8700 0.7170 -0.83
N -1.0758 -0.7843 1.0707 -0.58
N 3.2713 0.9439 0.8138 -0.65
N 5.1375 -0.1150 -0.3107 -0.74
N 4.9186 2.1936 -0.2628 -0.83
O -2.2343 -1.0390 -0.8355 -0.70
O -4.2353 1.2330 -4.0130 -0.57
O -3.5001 -0.6480 -3.0568 -0.73
O 0.2632 -1.5004 3.2121 -0.59
O 0.9507 -3.4505 2.2486 -0.68

***

Record 7
34
Properties=species:S:1:pos:R:3:nbo_charge:R:1 method="wB97M-V/def2-TZVPD" homo_ev="-7.184 / -8.353"
C 2.7947 -0.3114 0.6735 -0.41
C 2.4602 0.8606 -0.2634 -0.41
C 2.0960 -1.5834 0.3582 -0.37
C 1.5357 1.8791 0.4129 -0.37
C 0.5610 -1.5017 0.5072 -0.49
C 0.1429 1.4141 0.8081 -0.40
C -0.1379 -0.7278 -0.5749 0.19
C -0.7741 0.6112 -0.2066 -0.04
C -0.7573 -1.4969 -1.6991 -0.69
C -1.0842 1.3884 -1.5287 -0.64
C -3.9689 -0.5233 1.1112 -0.24
N -1.9388 0.5587 0.6138 -0.08
O -3.0834 -0.0358 0.0840 -0.39
H 3.8112 -0.7154 0.6166 0.21
H 2.6550 -0.1298 1.7583 0.19
H 3.3571 1.4706 -0.3995 0.21
H 2.1067 0.5784 -1.2567 0.21
H 2.3065 -1.6580 -0.6945 0.20
H 2.3921 -2.3183 1.0915 0.21
H 2.1580 2.2312 1.3388 0.19
H 1.4648 2.6887 -0.1950 0.19
H 0.3509 -2.5952 0.5298 0.20
H 0.3260 -1.0480 1.3911 0.21
H 0.4527 0.8273 1.7056 0.21
H -0.4698 2.2059 1.1458 0.22
H -1.3683 -2.1605 -1.1901 0.22
H 0.1184 -2.1308 -2.1751 0.21
H -1.3456 -0.8935 -2.3800 0.23
H -2.1947 1.3348 -1.8583 0.23
H -0.3940 1.0380 -2.3211 0.22
H -0.9460 2.4016 -1.2010 0.21
H -3.4503 -1.1064 1.7864 0.19
H -4.8616 -0.9407 0.4502 0.20
H -4.3149 0.3882 1.5609 0.19

***

Record 8
35
Properties=species:S:1:pos:R:3:nbo_charge:R:1 method="wB97M-V/def2-TZVPD" smiles="[H]/P=C1/C[C@]1(C(=O)C(C)C)[NH+](CC)CC" total_charge=+1 homo_ev=-13.352
C -0.1898 0.1557 2.1901 -0.45
C 0.9998 -0.4245 0.0042 0.59
C 0.0105 1.4591 1.6869 -0.46
C -0.1166 0.2823 0.7030 0.06
C -1.2334 2.1944 -1.3065 -0.63
C -3.2039 -1.7906 -0.5776 -0.65
C 3.3818 -1.2756 0.2701 -0.61
C 2.7159 0.8538 -1.0082 -0.59
C -1.3973 0.6638 -1.4511 -0.22
C -1.8578 -1.3397 -0.0129 -0.23
C 2.4659 -0.0694 0.1850 -0.32
N -1.4619 0.1249 -0.0545 -0.37
O 0.7293 -1.3698 -0.7513 -0.56
P -0.3491 -0.5719 3.6630 0.64
H -0.7852 2.0795 1.9119 0.25
H 0.8917 2.0199 1.7508 0.26
H -2.1429 2.6999 -1.6057 0.24
H -1.0673 2.4208 -0.2251 0.21
H -0.4645 2.5760 -1.9282 0.24
H -4.2031 -1.4787 -0.0693 0.23
H -3.3725 -1.4495 -1.5916 0.22
H -3.1103 -2.9085 -0.4427 0.26
H 3.2701 -1.8786 -0.6281 0.24
H 4.4384 -0.9260 0.2234 0.23
H 3.3673 -1.7253 1.3231 0.23
H 2.3709 0.3285 -1.8677 0.22
H 3.8313 1.1148 -1.0102 0.24
H 2.2474 1.7621 -0.9838 0.21
H -0.4056 0.3092 -1.7623 0.24
H -2.1913 0.2617 -2.0622 0.24
H -1.0746 -1.8481 -0.4890 0.27
H -1.9567 -1.4695 1.1164 0.21
H 2.6403 0.5039 1.0439 0.21
H -2.2472 0.5708 0.4988 0.44
H -0.5298 -1.8555 3.2574 -0.05

***

The evaluated relative energy (zero: lowest compared OMol25 entry of this formula, charge and spin) for the records listed, in turn: 86.3 122.6 1.9 7.6 139.3 24.0 169.8 0.0 kcal per mole.